Computed, not measured: a molecular structure, C37H33ClF6N6O4PSeY, with wB97M-V/def2-TZVPD.

Each line ends with the Mulliken charge.
Element x y z (Å)
Y1 0.4723 0.5056 0.0470  0.4162
Cl1 5.5749 0.9895 1.0659  -0.1843
C1 4.3126 2.1288 0.5664  -0.5538
C2 2.9661 1.4930 0.3129  0.9379
O1 2.7068 0.3091 0.6780  -0.3547
O2 2.0920 2.2093 -0.2365  -0.6112
H1 4.6373 2.6462 -0.3314  0.4220
H2 4.1848 2.8668 1.3575  0.2731
C3 -8.0988 1.1874 -1.3215  -1.6560
C4 -6.9087 1.8055 -0.6430  0.7137
C5 -7.0452 2.3099 0.6528  -0.7173
C6 -5.9545 2.7947 1.3804  -1.0340
C7 -4.7285 2.8488 0.7841  -0.7908
C8 -4.5893 2.4521 -0.5753  -0.0023
N1 -3.3701 2.6753 -1.1064  0.1959
C9 -2.9846 2.9225 -2.4227  -0.3833
C10 -3.8428 3.5549 -3.3221  -0.2408
C11 -3.4165 3.8084 -4.6126  -0.6743
C12 -2.1434 3.4287 -5.0196  -0.7081
C13 -1.2805 2.8143 -4.1213  -0.3586
C14 -1.6772 2.5850 -2.8172  0.2836
C15 -0.7271 1.9710 -1.8445  1.5086
O3 -0.8335 2.2780 -0.6101  -0.9714
O4 0.1443 1.1557 -2.2176  -0.7600
C16 -5.6671 1.8279 -1.2692  1.7475
C17 -5.4626 1.0572 -2.5415  -1.8744
H3 -9.0156 1.4393 -0.7930  0.4340
H4 -8.0131 0.0987 -1.3411  0.3636
H5 -8.1932 1.5276 -2.3528  0.3489
H6 -8.0210 2.2797 1.1212  0.4205
H7 -6.0823 3.1319 2.3993  0.4490
H8 -3.8628 3.2383 1.3056  0.5923
H9 -2.5650 2.6924 -0.4632  0.5142
H10 -4.8211 3.8743 -2.9890  0.6215
H11 -4.0781 4.3122 -5.3043  0.4357
H12 -1.8184 3.6316 -6.0309  0.4381
H13 -0.2829 2.5214 -4.4183  0.5301
H14 -5.8481 1.5836 -3.4172  0.4223
H15 -5.9985 0.1120 -2.4733  0.5496
H16 -4.4134 0.8328 -2.7202  0.3362
N2 3.8477 -6.1465 -1.3904  0.0254
C18 4.6458 -6.9565 -2.1718  0.7263
C19 5.1872 -8.2232 -1.9665  -1.0535
C20 5.9606 -8.7325 -2.9874  -0.4131
C21 6.1930 -8.0090 -4.1723  -0.5021
C22 5.6547 -6.7574 -4.3670  -0.7430
C23 4.8632 -6.2255 -3.3461  0.5832
N3 4.2034 -5.0133 -3.2800  -0.6374
C24 3.6158 -5.0075 -2.1165  0.0030
C25 2.8060 -3.8868 -1.6337  1.0491
C26 2.2838 -3.8180 -0.3453  -1.1949
C27 1.5503 -2.7086 0.0243  -0.3851
N4 1.3147 -1.6827 -0.7970  0.1809
C28 1.8166 -1.7530 -2.0376  -0.5312
C29 2.5526 -2.8231 -2.4943  -0.8646
H17 3.4523 -6.3888 -0.5004  0.1696
H18 5.0130 -8.7813 -1.0559  0.3819
H19 6.4027 -9.7136 -2.8756  0.3867
H20 6.8094 -8.4512 -4.9435  0.3855
H21 5.8297 -6.1946 -5.2740  0.4362
H22 2.4472 -4.5990 0.3843  0.3124
H23 1.1387 -2.6392 1.0236  0.6559
H24 1.6108 -0.9096 -2.6869  0.6288
H25 2.9426 -2.8444 -3.5014  0.5272
F1 -0.7137 -1.1571 1.3187  -0.2746
P1 -2.3233 -1.0781 0.7533  1.5828
F2 -2.2723 0.4927 1.1627  -0.2390
F3 -1.6236 -0.6088 -0.6892  -0.3773
F4 -2.8243 -1.4598 2.2107  -0.4090
F5 -3.7753 -0.9117 0.1497  -0.2728
F6 -2.2080 -2.5860 0.3137  -0.4122
C30 3.1766 0.2922 3.8999  -1.2032
N5 1.8668 -0.3192 4.0290  0.3319
C31 0.6957 0.2122 3.6404  -0.3445
Se1 0.4288 1.8278 2.7559  -0.2722
N6 -0.2802 -0.6417 4.0005  0.1389
C32 0.2644 -1.7766 4.5806  0.4454
C33 -0.3057 -2.9381 5.0789  -0.9266
C34 0.5633 -3.8779 5.6049  -0.5621
C35 1.9464 -3.6629 5.6365  -0.7011
C36 2.5118 -2.5018 5.1388  -0.6928
C37 1.6383 -1.5642 4.6077  0.8752
H26 3.0367 1.3263 3.5947  0.3355
H27 3.7624 -0.2289 3.1454  0.3519
H28 3.6784 0.2617 4.8657  0.4251
H29 -1.2443 -0.5071 3.7374  0.2593
H30 -1.3751 -3.0986 5.0560  0.4498
H31 0.1641 -4.7995 6.0063  0.4066
H32 2.5885 -4.4220 6.0621  0.4222
H33 3.5803 -2.3363 5.1595  0.4563

Results
2S+1 ... 2
Highest occupied orbital energy (spin up / spin down) ... -10.2 / -10.2 eV
Total charge ... +1

---

Computed, not measured: a molecular structure, C37H33CsN5O3S2, with wB97M-V/def2-TZVPD.

Each line ends with the Mulliken charge.
Element x y z (Å)
Cs1 -0.4889 0.1104 0.5152  1.3170
C1 1.6734 -3.0722 0.1660  -0.6160
O1 0.3068 -2.7308 0.0588  -0.2297
C2 -0.5997 -3.7459 0.1362  0.6977
C3 -0.2417 -5.0839 0.2424  -0.6484
C4 -1.2012 -6.0840 0.3102  -0.6568
C5 -2.5436 -5.7514 0.2614  -0.9138
C6 -2.9113 -4.4227 0.1520  0.0090
C7 -1.9674 -3.3905 0.1055  0.0875
N1 -2.3212 -2.0313 -0.0100  -0.3689
N2 -3.5754 -1.8574 0.1345  0.0247
C8 -4.2204 -0.6866 -0.0416  -0.2005
C9 -3.6422 0.5452 -0.5332  0.5910
O2 -2.4259 0.6974 -0.7724  -0.8813
C10 -4.5680 1.6444 -0.7651  -0.7980
C11 -5.8964 1.5375 -0.5809  -0.8346
C12 -6.4957 0.3253 -0.1075  0.8706
C13 -7.8847 0.2109 0.0605  -0.8195
C14 -8.4477 -0.9445 0.5445  -0.4769
C15 -7.6153 -2.0105 0.9055  -0.7292
C16 -6.2531 -1.9212 0.7455  -0.4237
C17 -5.6527 -0.7650 0.2021  0.8139
H1 2.0028 -3.6827 -0.6813  0.4537
H2 1.8843 -3.6034 1.0983  0.4203
H3 2.2253 -2.1364 0.1711  -0.3005
H4 0.8015 -5.3669 0.2666  0.3624
H5 -0.8896 -7.1181 0.3882  0.3583
H6 -3.3031 -6.5227 0.3019  0.3735
H7 -3.9511 -4.1400 0.0970  0.3859
H8 -4.1175 2.5675 -1.1110  0.4089
H9 -6.5474 2.3839 -0.7771  0.3206
H10 -8.5153 1.0541 -0.2017  0.3464
H11 -9.5219 -1.0318 0.6535  0.3647
H12 -8.0492 -2.9144 1.3166  0.3838
H13 -5.6139 -2.7377 1.0449  0.3976
S1 2.8232 -1.0267 4.7860  -0.3310
C18 1.2301 -0.6739 5.3009  -0.1325
C19 0.4489 -0.1614 4.3088  -0.7059
C20 1.0856 -0.0050 3.0325  -0.3272
C21 2.3706 -0.4362 3.1063  0.1975
C22 3.4245 -0.3901 2.1091  -0.0195
C23 4.7642 -0.6991 2.4241  -0.7188
C24 5.7518 -0.5494 1.4758  -0.6289
C25 5.4100 -0.1028 0.2046  -0.5980
C26 4.0717 0.1529 -0.0344  -0.7057
N3 3.1024 0.0249 0.8664  0.2511
H14 0.9621 -0.8690 6.3314  0.4234
H15 -0.5839 0.1134 4.5011  0.3655
H16 5.0131 -1.0278 3.4240  0.4641
H17 6.7835 -0.7723 1.7220  0.4099
H18 6.1515 0.0473 -0.5677  0.4105
H19 3.7588 0.4864 -1.0212  0.5783
C27 2.9320 3.4130 5.1562  -1.1751
C28 4.0571 3.3638 4.1232  -0.6349
C29 3.6093 2.6926 2.8286  1.7605
N4 2.6666 3.5192 2.0856  0.4828
C30 2.5946 3.7413 0.7760  -0.9090
S2 1.2380 4.4022 0.0813  -0.3082
N5 3.6809 3.3799 -0.0315  0.3566
C31 5.0339 3.6485 0.0450  -0.0445
O3 5.8067 3.0367 -0.6649  -0.6473
C32 5.4989 4.7428 0.9514  0.5638
C33 4.7996 5.9410 1.0815  0.0812
C34 5.2956 6.9495 1.8928  -0.7630
C35 6.4859 6.7683 2.5817  -0.3890
C36 7.2009 5.5880 2.4293  -0.6113
C37 6.7184 4.5864 1.6042  -0.4348
H20 3.3017 3.7828 6.1140  0.4146
H21 2.5164 2.4152 5.3178  0.1923
H22 2.1222 4.0741 4.8387  0.3109
H23 4.8930 2.7861 4.5245  0.3245
H24 4.4222 4.3707 3.9086  0.1825
H25 3.1107 1.7577 3.0760  -1.4030
H26 4.4656 2.4659 2.1992  -0.0280
H27 1.8083 3.7342 2.5706  0.3048
H28 3.4154 2.8808 -0.8665  0.3168
H29 3.8843 6.1023 0.5263  0.4132
H30 4.7465 7.8775 1.9872  0.4073
H31 6.8598 7.5494 3.2318  0.3932
H32 8.1408 5.4533 2.9492  0.3839
H33 7.2733 3.6683 1.4576  0.4369

Results
Highest occupied orbital energy ... -4.1 eV
Total charge ... -1